Entry 1:
# C4H5NS3

C4H5NS3 in the gas phase (ωB97M-V/def2-TZVPD, the OMol25 dataset).

Last column: Löwdin charge in e.
Element x y z (Å)
C (3.303, -0.263, 0.502)  -0.06
S (-0.453, -0.788, -0.440)  0.85
H (2.803, -2.220, -0.745)  0.16
H (2.065, -2.038, 0.995)  0.07
C (0.879, 0.417, -0.268)  -1.03
H (-1.531, 1.097, 0.705)  -0.02
H (4.210, 0.219, 0.013)  0.13
C (-1.827, 0.089, 0.152)  -1.16
H (3.166, 0.092, 1.580)  0.13
C (2.515, -1.553, 0.198)  -0.10
S (-3.317, -0.451, 0.237)  0.62
S (0.379, 2.016, -0.051)  0.61
N (2.048, -0.246, -0.285)  -0.19

Atomic forces in eV per Å
-0.840 1.277 0.386
0.023 -0.167 -0.314
-0.364 1.308 2.480
-1.052 -0.686 1.372
-1.751 0.623 0.995
-0.486 -2.179 -1.459
-1.158 -1.379 0.431
0.962 2.110 1.964
0.174 -0.485 -1.591
2.094 0.926 -4.587
-0.827 -0.504 -0.342
2.293 -1.049 -0.417
0.932 0.206 1.083

Values from the calculation:
energy: -38221.657 eV
net charge: 0
LUMO energy: -0.019 hartree
HOMO-LUMO gap: 7.8 eV
HOMO energy: -8.3 eV
maximum force: 0.100 Eh/bohr

=====

Entry 2:
# C3H6N2O

A molecular structure, C3H6N2O (ωB97M-V/def2-TZVPD, the OMol25 dataset).

Last column: Löwdin charge in e.
Element x y z (Å)
N (1.552, -0.292, 0.430)  0.04
H (1.143, 0.524, -1.211)  0.14
N (-0.578, 1.850, 0.931)  0.17
C (-0.608, 0.868, 0.152)  -0.44
H (1.494, 0.030, 1.374)  0.07
O (-1.646, 0.057, -0.223)  0.00
C (0.496, 0.044, -0.473)  -0.27
H (-0.702, -1.798, -0.033)  0.12
H (-1.028, -1.287, -1.717)  0.11
H (-1.506, 2.045, 1.304)  0.06
C (-0.718, -0.944, -0.725)  -0.07
H (2.101, -1.097, 0.190)  0.08

Atomic forces in eV per Å
0.002 -0.388 0.500
-1.554 -0.047 -1.407
-0.142 -0.177 -0.229
0.333 0.415 0.508
-0.074 -0.363 0.325
0.246 0.178 -0.007
0.228 -0.048 0.274
0.170 0.213 -0.160
0.352 0.286 0.043
-0.011 0.092 -0.043
0.379 -0.212 -0.171
0.073 0.050 0.367

Values from the calculation:
energy: -8234.329 eV
net charge: 0
LUMO energy: 0.037 hartree
HOMO-LUMO gap: 10.2 eV
HOMO energy: -9.2 eV
maximum force: 0.041 Eh/bohr

=====

Entry 3:
# C8H18BrN2

2 unconnected molecules or ions with the total composition C8H18BrN2 (ωB97M-V/def2-TZVPD, the OMol25 dataset).

Last column: Löwdin charge in e.
Element x y z (Å)
H (-3.981, 0.612, -1.734)  0.10
H (-3.817, 2.153, -0.933)  0.06
N (-2.977, -0.751, 0.630)  -0.03
H (-4.803, -0.244, -0.200)  0.07
H (-4.712, -1.898, 0.706)  0.08
C (3.522, -1.035, -0.845)  -0.03
H (-1.348, 1.198, -1.352)  0.16
H (3.895, -0.543, -1.736)  0.09
N (-2.192, 0.942, -0.770)  -0.03
H (-4.825, -0.353, 1.534)  0.11
C (1.676, -1.032, 0.966)  -0.45
H (2.799, 1.899, -0.209)  0.10
H (1.140, 1.382, 0.449)  0.10
H (4.285, -1.518, -0.267)  0.06
H (3.336, 0.287, 2.231)  0.07
H (1.682, -1.193, 1.949)  0.02
C (2.003, 1.107, -0.254)  -0.06
H (-2.706, -1.523, 1.169)  0.09
C (2.760, -0.170, 0.224)  -0.59
C (-2.060, -0.039, 0.082)  -0.25
H (4.386, -0.755, 1.378)  0.08
H (-3.026, 2.007, -2.314)  0.08
H (2.897, -1.853, -1.234)  0.07
C (-3.327, 1.461, -1.479)  -0.05
C (-4.451, -0.875, 0.615)  -0.01
H (1.497, 1.171, -1.188)  0.05
C (3.790, 0.122, 1.308)  -0.05
Br (0.209, -1.543, 0.106)  1.07
H (4.349, 0.983, 1.166)  0.08

Atomic forces in eV per Å
0.078 0.734 -0.379
-1.967 2.039 2.209
-1.510 -0.886 0.401
-0.597 -0.971 -0.083
-0.406 -0.831 -0.652
-1.647 -0.411 0.074
-0.815 -0.649 1.801
0.241 0.537 0.264
2.707 0.824 -1.674
0.215 -0.541 -0.598
1.350 1.213 -4.839
-1.120 -0.324 -0.202
1.504 -0.223 -0.394
0.699 -0.282 -0.411
-0.962 0.218 1.786
0.061 -0.608 3.835
0.534 1.285 2.066
1.488 -0.775 0.930
-1.431 -1.029 0.064
0.976 0.028 -0.807
0.823 -0.371 0.459
0.735 0.357 -1.665
-0.085 0.281 0.076
-0.759 -3.040 -0.373
0.088 3.529 0.825
0.162 -0.714 -1.208
-1.070 -0.760 -0.574
-0.671 -0.091 -0.084
1.380 1.462 -0.845

Values from the calculation:
energy: -81599.146 eV
net charge: +1
LUMO energy (spin up / spin down): -0.197 / -0.147 hartree
HOMO-LUMO gap (spin up / spin down): 6.2 / 8.8 eV
HOMO energy (spin up / spin down): -11.6 / -12.8 eV
maximum force: 0.101 Eh/bohr

=====

Entry 4:
# C4H5NO

C4H5NO in the gas phase (ωB97M-V/def2-TZVPD, the OMol25 dataset).

Last column: Löwdin charge in e.
Element x y z (Å)
C (-0.405, 0.064, -0.014)  -0.37
C (0.786, 1.678, 1.295)  0.07
H (1.107, -0.690, -1.389)  0.10
H (-0.847, -0.225, 0.946)  0.14
C (-1.502, 0.223, -0.979)  -0.15
C (0.655, -0.942, -0.424)  -0.03
N (-2.403, 0.336, -1.693)  0.18
H (1.434, -0.946, 0.349)  0.09
H (0.706, 0.758, 1.954)  0.02
O (0.200, 1.381, 0.174)  -0.15
H (0.218, -1.946, -0.477)  0.10

Atomic forces in eV per Å
-0.060 -0.236 0.132
-0.104 -0.343 -0.236
-0.155 -0.004 0.203
0.032 0.041 -0.088
-0.759 0.099 -0.587
0.094 -0.111 -0.025
0.891 -0.141 0.613
-0.158 -0.030 -0.190
-0.032 0.251 -0.077
0.162 0.226 0.294
0.089 0.250 -0.038

Values from the calculation:
energy: -7762.748 eV
net charge: 0
LUMO energy: 0.006 hartree
HOMO-LUMO gap: 9.4 eV
HOMO energy: -9.3 eV
maximum force: 0.021 Eh/bohr

=====

Entry 5:
# C17H26N4O3

C17H26N4O3 in the gas phase (ωB97M-V/def2-TZVPD, the OMol25 dataset).

Last column: Löwdin charge in e.
Element x y z (Å)
H (1.634, -0.869, 0.677)  0.13
C (-0.827, -0.872, 0.054)  -0.41
C (-4.484, -1.255, -1.093)  -0.19
C (-4.964, -2.001, 0.145)  -0.18
N (3.860, -1.272, -1.797)  0.08
C (-2.206, -1.120, 2.522)  -0.07
H (6.148, -0.242, -6.077)  0.12
H (-1.199, 2.814, -1.773)  0.10
C (6.152, -0.964, -5.281)  -0.09
H (5.777, -0.713, -1.364)  0.13
C (1.382, 0.062, 0.179)  -0.13
O (5.642, -0.563, -4.080)  0.07
C (-0.491, 1.603, -0.031)  -0.25
H (7.032, -2.875, -5.883)  0.10
N (6.293, -2.671, -3.860)  0.13
H (-2.598, -0.693, -1.999)  0.11
C (-1.766, 2.288, 0.349)  -0.09
N (-2.828, -1.542, 1.282)  -0.16
C (1.861, 0.017, -1.271)  -0.07
C (3.366, -0.101, -1.306)  -0.49
C (-2.353, -0.760, 0.144)  -0.26
O (-0.314, -1.962, -0.152)  0.08
H (0.365, 2.259, 0.061)  0.15
H (-4.580, -2.022, 2.269)  0.12
H (-4.830, -0.215, -1.046)  0.11
H (-2.656, 0.294, 0.274)  0.10
H (-2.577, 1.753, 0.824)  0.08
H (-2.602, -2.305, -1.292)  0.13
C (-2.964, -1.284, -1.155)  -0.14
H (-1.658, 3.310, 0.688)  0.10
H (-2.612, -1.711, 3.343)  0.09
C (-1.453, 2.000, -1.109)  -0.07
N (-0.068, 0.252, 0.257)  0.00
H (1.599, 0.949, -1.779)  0.13
C (-4.277, -1.456, 1.385)  -0.21
H (1.876, 0.874, 0.710)  0.13
O (4.082, 0.793, -0.892)  0.06
H (-4.597, -0.407, 1.549)  0.13
H (-1.131, -1.291, 2.485)  0.09
H (5.533, -2.469, -1.370)  0.13
H (1.367, -0.809, -1.786)  0.11
H (-4.724, -3.064, 0.052)  0.12
H (-6.046, -1.916, 0.257)  0.11
C (6.571, -2.235, -5.151)  -0.11
C (5.280, -1.538, -1.875)  -0.08
H (-2.024, 1.199, -1.563)  0.08
H (3.216, -1.982, -2.101)  0.15
H (-4.909, -1.688, -2.000)  0.11
H (-2.382, -0.055, 2.748)  0.09
C (5.764, -1.648, -3.282)  -0.35

Atomic forces in eV per Å
-0.054 -0.091 0.040
-0.099 -0.246 0.018
0.000 0.036 0.016
0.053 -0.068 -0.015
-0.090 -0.021 0.012
0.025 -0.022 0.030
0.012 -0.008 0.007
-0.006 0.021 0.021
0.114 0.053 0.023
0.016 0.002 -0.029
-0.152 0.018 -0.088
-0.050 -0.078 0.014
0.112 0.312 0.060
-0.013 0.005 -0.001
0.103 0.104 0.014
-0.019 -0.074 0.014
-0.005 0.352 0.048
-0.037 -0.061 -0.012
0.035 -0.044 -0.131
0.084 0.039 -0.040
-0.003 0.194 -0.119
-0.007 0.240 0.132
0.001 -0.049 -0.007
-0.016 0.003 -0.015
0.007 -0.011 -0.004
0.041 -0.807 -0.141
0.213 0.392 0.007
-0.028 0.003 -0.024
0.052 -0.152 -0.025
-0.008 0.025 0.009
0.009 0.002 0.004
-0.122 -0.102 0.110
0.005 -0.167 -0.057
0.018 -0.035 0.044
-0.038 0.010 0.048
-0.051 0.046 -0.016
0.013 -0.014 0.014
-0.001 0.004 0.004
0.012 0.004 0.003
-0.006 0.006 -0.006
0.032 0.010 0.034
-0.007 0.032 -0.008
-0.026 0.010 0.011
-0.132 -0.089 -0.027
0.004 -0.018 0.000
0.067 0.153 -0.001
-0.006 0.025 0.009
-0.010 -0.007 -0.006
-0.008 0.015 0.009
-0.034 0.050 0.015

Values from the calculation:
energy: -30153.155 eV
net charge: 0
LUMO energy: 0.029 hartree
HOMO-LUMO gap: 9.5 eV
HOMO energy: -8.7 eV
SMILES string: CN1CCCC[C@@H]1C(=O)N(CCC(=O)NCc1ncco1)C1CC1
maximum force: 0.016 Eh/bohr

=====

Entry 6:
# C4H5N3

C4H5N3 in the gas phase (ωB97M-V/def2-TZVPD, the OMol25 dataset).

Last column: Löwdin charge in e.
Element x y z (Å)
N (-0.537, 0.752, 1.442)  0.12
H (2.598, 0.196, -0.912)  0.07
C (-0.809, 0.271, -1.081)  0.00
H (-1.243, -0.513, -1.686)  0.11
C (0.137, -1.544, 0.350)  -0.15
N (1.752, 0.738, -1.071)  0.16
H (-1.422, 0.576, 1.903)  0.10
C (-0.316, -0.037, 0.319)  -0.44
N (0.211, -2.669, 0.589)  0.15
H (-1.251, 1.253, -1.194)  0.12
H (0.226, 0.763, 2.108)  0.10
C (0.655, 0.213, -0.766)  -0.34

Atomic forces in eV per Å
0.098 0.177 0.368
0.217 0.947 1.465
0.629 0.275 -0.434
-0.154 -0.074 0.144
-3.005 0.906 1.697
0.275 -1.928 -2.333
0.155 -0.123 -0.068
2.143 -4.164 -0.390
0.742 -0.130 -0.336
0.143 0.024 0.004
-0.112 0.004 -0.133
-1.131 4.086 0.017

Values from the calculation:
energy: -8695.042 eV
net charge: 0
LUMO energy (spin up / spin down): -0.001 / -0.001 hartree
HOMO-LUMO gap (spin up / spin down): 8.5 / 8.5 eV
HOMO energy (spin up / spin down): -8.5 / -8.5 eV
SMILES string: [H]/N=C1/C[C@@]1(N)C#N
maximum force: 0.091 Eh/bohr